{"formula": "C30H71F3O11S", "method": "ωB97M-V/def2-TZVPD", "e_homo_ev": -9.823, "orbital_gap_ev": 10.2, "species": ["S", "F", "F", "F", "O", "O", "O", "O", "O", "O", "O", "O", "O", "O", "O", "C", "C", "C", "C", "C", "C", "C", "C", "C", "C", "C", "C", "C", "C", "C", "C", "C", "C", "C", "C", "C", "C", "C", "C", "C", "C", "C", "C", "C", "C", "H", "H", "H", "H", "H", "H", "H", "H", "H", "H", "H", "H", "H", "H", "H", "H", "H", "H", "H", "H", "H", "H", "H", "H", "H", "H", "H", "H", "H", "H", "H", "H", "H", "H", "H", "H", "H", "H", "H", "H", "H", "H", "H", "H", "H", "H", "H", "H", "H", "H", "H", "H", "H", "H", "H", "H", "H", "H", "H", "H", "H", "H", "H", "H", "H", "H", "H", "H", "H", "H", "H"], "coordinates": [[-0.5941, -6.2277, 1.5445], [-5.6623, -3.1530, 1.5271], [-5.4602, -1.5353, 0.1701], [-4.6614, -1.3941, 2.1530], [6.8661, 1.8940, 0.3148], [-6.8955, 0.1519, -1.7840], [-0.2517, -7.5505, 1.2657], [4.1144, -0.7612, 2.2901], [-1.8949, 0.3988, -0.9489], [-2.1053, -5.9588, 1.1091], [-0.3432, -5.8057, 2.8587], [10.3224, 1.7792, 1.1187], [-6.3330, 1.9592, -6.5845], [2.9564, 1.3141, 4.2864], [0.0701, -5.1159, 0.5901], [-8.4172, 3.0418, -6.0258], [-0.9443, -4.0666, 0.4965], [-8.2170, 0.6462, -1.9934], [-0.4739, -3.1023, -0.5551], [-2.1440, -4.8612, 0.1213], [6.5172, -0.7390, 2.1325], [5.2857, -1.5463, 2.5089], [0.5042, -2.0390, -0.0786], [-4.8322, -2.1994, 1.1209], [5.3373, -2.0000, 3.9605], [-3.5109, -2.7317, 0.6429], [5.5790, 2.4558, 0.5709], [-9.2206, -0.4891, -1.8586], [5.6585, 3.4113, 1.7518], [0.0190, -1.2932, 1.1583], [5.0631, 3.1590, -0.6758], [-3.2026, 0.9445, -0.7438], [1.9489, -2.5421, 0.1270], [-3.1780, 1.9126, 0.4289], [-8.3668, 0.8934, -7.3275], [9.7851, 0.8619, -1.0517], [-8.5114, 1.7670, -1.0080], [1.5713, 1.5973, 4.0885], [-7.6585, 2.2109, -7.0494], [-3.5355, -4.2190, 0.2895], [12.0144, 1.9306, -0.5951], [1.1334, 2.7235, 5.0119], [10.5253, 1.9477, -0.2833], [-3.6866, 1.6223, -2.0152], [0.7575, 0.3354, 4.3225], [7.4318, -1.3203, 2.2666], [-7.5589, 2.7753, -7.9771], [2.0120, -3.5839, 0.4105], [-1.0920, -3.5796, 1.4501], [1.0910, -0.4607, 3.6591], [-2.1244, -5.3418, -0.8466], [-3.3102, -2.1936, -0.2750], [2.3895, -1.9760, 0.9346], [6.5876, 0.1645, 2.7442], [-0.1089, -1.9140, 2.0384], [-7.8958, 3.9796, -5.8314], [-9.5087, 2.1812, -1.1637], [10.6808, 0.9194, 1.3676], [4.4429, -2.5702, 4.2158], [3.0776, 1.0264, 5.1991], [1.2756, 2.4393, 6.0581], [-7.7807, 2.5698, -1.1133], [-9.1745, -0.9243, -0.8567], [2.5563, -2.3456, -0.7464], [-8.9930, -1.2862, -2.5671], [-2.4922, 2.7404, 0.2283], [4.1653, 0.0183, 2.8606], [0.7906, -0.5779, 1.4127], [-7.8094, 0.3071, -8.0582], [-3.6942, 0.9167, -2.8461], [4.0679, 3.5758, -0.5126], [-6.8491, -0.2007, -0.8879], [-8.4439, 1.4008, 0.0200], [10.1570, -0.1288, -0.7759], [-4.0932, -4.8191, 0.9891], [-0.3053, 0.5138, 4.1491], [7.4685, 2.6145, 0.0932], [-3.8558, 0.1023, -0.5088], [0.8866, -0.0240, 5.3473], [-10.2391, -0.1421, -2.0395], [10.1111, 2.9252, -0.5394], [5.7361, 3.9713, -0.9653], [-1.3560, -2.5684, -0.9053], [-9.4277, 3.2698, -6.3685], [-3.0168, 2.4416, -2.2914], [6.0341, 2.8956, 2.6362], [8.7207, 0.8803, -0.8158], [1.7321, 3.6180, 4.8361], [12.4554, 0.9743, -0.3016], [-2.7261, -2.4475, 1.3240], [-4.6932, 2.0232, -1.8912], [5.3731, -1.1356, 4.6299], [-4.0555, -4.3134, -0.6533], [1.4663, 1.9143, 3.0497], [12.5317, 2.7104, -0.0351], [-8.2435, 1.0383, -3.0116], [6.2133, -2.6223, 4.1506], [6.4581, -0.4162, 1.0947], [9.9073, 0.9900, -2.1288], [4.6803, 3.8349, 1.9853], [-6.3974, 1.4590, -5.7621], [-8.4343, 0.2941, -6.4150], [5.2040, -2.4181, 1.8572], [-8.4856, 2.5077, -5.0737], [6.3504, 4.2308, 1.5371], [-2.8251, 1.4120, 1.3321], [-1.2990, 1.1274, -1.1599], [0.0821, 2.9722, 4.8607], [-9.3758, 1.0580, -7.7090], [0.5558, -1.3029, -0.8704], [-4.1694, 2.3234, 0.6234], [5.0165, 2.4638, -1.5148], [12.1988, 2.0849, -1.6594], [4.9217, 1.6203, 0.8190], [-0.0685, -3.6035, -1.4240], [-0.8545, -0.6966, 0.9389]], "atomic_forces_ev_per_a": [[-0.0168, 1.0043, 0.1825], [-0.6932, -0.7369, 0.2536], [-0.8068, 0.8400, -0.9987], [0.0311, 1.1065, 0.8495], [-0.1280, -0.1392, -0.0632], [0.1099, 0.1124, -0.2599], [0.5481, -1.5270, -1.4974], [-0.0874, -0.1016, -0.1990], [-0.0877, -0.2886, 0.0393], [0.4867, 0.1296, -0.2026], [-0.3634, 0.9061, 1.6702], [-0.0884, 0.2712, 0.0352], [0.0944, 0.1274, -0.1752], [0.3141, 0.1132, -0.2412], [-0.4948, -0.7636, 0.4224], [0.0408, 0.1993, -0.0303], [1.1637, -0.1151, -1.5600], [-0.1524, -0.1776, 0.5714], [-0.3736, 0.8436, -0.0477], [-1.9406, -0.5930, 1.0224], [-0.0191, -0.1175, -0.1835], [0.1963, 0.4087, 0.3881], [0.5607, -0.1507, 0.3552], [0.8867, -0.9971, 0.4817], [-0.1485, -0.1651, 0.0204], [0.0697, -0.3324, -0.7829], [0.1861, 0.5103, -0.0854], [-0.0048, -0.0835, -0.1814], [-0.0017, -0.1045, 0.1465], [0.3906, 0.3102, -0.2762], [-0.0660, -0.1476, -0.1179], [0.1373, 0.5646, -0.1470], [-0.3869, 0.2410, 0.2434], [0.0204, -0.1380, 0.1680], [0.0418, -0.0451, -0.1744], [-0.2282, 0.0810, -0.0342], [0.0757, 0.1638, -0.0879], [-0.2230, -0.2015, 0.5355], [-0.1878, -0.3275, 0.4900], [0.5320, 0.3042, -0.3212], [0.0653, 0.2228, 0.0254], [0.1087, 0.1751, -0.0866], [0.2696, -0.6283, -0.0212], [-0.0508, -0.0896, -0.1068], [-0.0160, -0.1113, -0.1355], [0.0049, 0.0192, 0.0231], [0.1578, 0.0027, 0.0069], [-0.0365, -0.2991, -0.0939], [0.1577, -0.1490, 0.3757], [0.0163, 0.0213, -0.0201], [0.6329, 0.0549, -0.3330], [0.1899, 0.2905, -0.1259], [0.3171, 0.1668, 0.2230], [0.0209, -0.0402, 0.0632], [-0.1266, -0.1898, 0.1413], [-0.0027, 0.0084, -0.0511], [-0.0004, -0.0055, 0.0291], [-0.0581, 0.0428, -0.0307], [0.0176, -0.0343, -0.0356], [-0.0520, 0.0100, -0.0568], [-0.0757, -0.0808, -0.0093], [-0.0184, 0.0141, -0.0511], [-0.0284, 0.0930, 0.0443], [0.1370, -0.2340, -0.3100], [-0.0081, 0.0349, -0.0355], [-0.0605, 0.0362, -0.0836], [-0.1857, -0.0364, 0.0847], [0.2370, 0.2213, 0.1727], [-0.0065, 0.0392, -0.0299], [-0.0647, -0.0297, 0.0317], [0.0122, 0.0241, -0.0044], [-0.0197, -0.0103, -0.0452], [-0.0824, -0.0721, -0.0166], [0.1269, 0.0347, -0.0293], [-0.0518, -0.0488, 0.4247], [-0.0061, -0.0199, 0.0222], [-0.0223, -0.0258, 0.1126], [0.1503, -0.0020, -0.0626], [-0.0450, 0.1173, 0.0491], [-0.0030, -0.0096, 0.0272], [-0.0263, 0.0382, 0.1380], [-0.0227, 0.0535, 0.0912], [-0.1556, 0.0876, -0.1349], [-0.0083, -0.0171, 0.0250], [0.0091, 0.0501, 0.0967], [-0.0463, -0.0274, -0.0002], [0.0268, 0.0110, -0.0218], [-0.0233, 0.0007, -0.0456], [-0.0665, -0.0567, -0.0707], [0.0025, -0.0060, 0.4903], [0.0069, -0.0423, -0.0127], [0.0990, 0.0369, -0.0502], [-0.2292, -0.0849, -0.2787], [0.1647, -0.0269, -0.0345], [-0.0288, 0.0297, -0.0254], [0.1387, -0.0305, -0.0278], [0.0068, 0.0196, 0.0188], [0.0550, -0.0180, -0.0071], [0.0243, -0.0348, 0.0018], [0.0084, 0.0102, 0.0056], [0.0028, 0.0286, -0.0525], [-0.0575, 0.0734, 0.0482], [-0.1363, 0.0387, -0.0524], [-0.0576, -0.0813, -0.0435], [-0.0534, 0.0275, -0.0759], [-0.0492, -0.0284, 0.0066], [-0.0580, -0.0358, -0.0115], [-0.0041, -0.0151, 0.0226], [-0.0078, -0.0170, 0.0222], [-0.1183, 0.2513, -0.2774], [0.0022, 0.0191, -0.0074], [-0.0363, -0.0280, 0.0304], [0.0140, -0.0295, 0.0011], [0.1180, -0.1121, -0.0174], [0.0604, -0.4874, -0.1045], [-0.5419, -0.0944, 0.0632]], "lowdin_charge": [0.57, 0.15, 0.15, 0.16, -0.08, -0.06, -0.20, -0.08, -0.07, -0.16, -0.21, -0.05, -0.05, -0.06, -0.15, -0.06, -0.30, -0.50, -0.10, -0.23, -0.06, -0.49, -0.38, -0.68, -0.06, -0.05, -0.49, -0.06, -0.05, -0.07, -0.06, -0.49, -0.04, -0.05, -0.06, -0.06, -0.06, -0.49, -0.50, -0.07, -0.07, -0.06, -0.50, -0.05, -0.06, 0.08, 0.14, 0.07, 0.13, 0.06, 0.16, 0.12, 0.05, 0.08, 0.08, 0.08, 0.08, 0.09, 0.08, 0.09, 0.08, 0.08, 0.08, 0.08, 0.08, 0.08, 0.05, 0.07, 0.08, 0.08, 0.08, 0.06, 0.08, 0.08, 0.12, 0.08, 0.08, 0.11, 0.09, 0.08, 0.13, 0.08, 0.11, 0.08, 0.08, 0.08, 0.06, 0.08, 0.08, 0.12, 0.07, 0.08, 0.13, 0.14, 0.08, 0.12, 0.08, 0.07, 0.08, 0.08, 0.08, 0.08, 0.14, 0.06, 0.08, 0.07, 0.09, 0.08, 0.08, 0.12, 0.08, 0.08, 0.08, 0.13, 0.14, 0.06]}